# 1
{
  "formula": "C2H9NOS2",
  "method": "ωB97M-V/def2-TZVPD",
  "elements": ["S", "S", "O", "N", "C", "C", "H", "H", "H", "H", "H", "H", "H", "H", "H"],
  "coordinates": [[1.336773, 0.399615, -1.117811], [0.747565, 1.204326, 0.682544], [-1.508921, -1.626522, -0.172640], [-2.331846, 0.214375, 1.225525], [-2.596725, -0.787168, 0.215400], [2.562297, -0.896361, -0.563425], [2.481023, -1.775535, -1.207989], [-3.081815, 0.385694, 1.876623], [-0.032215, 0.320481, 1.360104], [-0.734911, -1.326607, 0.309677], [2.387577, -1.190010, 0.483720], [3.557878, -0.436190, -0.558402], [-3.319382, -1.518971, 0.635593], [-2.933030, -0.304389, -0.705385], [-2.066908, 1.099194, 0.815289]],
  "forces_ev_per_a": [[0.0, -1.1, 0.8], [0.5, 0.7, 0.3], [0.3, 0.5, 0.4], [0.7, -0.1, -0.1], [-0.9, -0.8, 0.2], [0.1, 0.7, 0.4], [0.1, 0.3, 0.0], [-0.1, -0.3, 0.0], [0.1, -0.2, -0.7], [0.2, 0.0, 0.0], [-0.3, 0.1, -0.5], [-0.2, -0.3, -0.3], [-0.1, 0.8, -0.4], [-0.3, -0.3, 0.0], [0.0, 0.0, 0.0]],
  "lowdin_charge": [0.35, 0.29, -0.09, -0.01, -0.33, -0.45, 0.03, 0.07, -0.20, 0.02, 0.02, 0.02, 0.12, 0.11, 0.04],
  "homo_lumo_gap_ev": 9.4,
  "mol_weight_da": 127.234,
  "homo_energy_ha": -0.3240,
  "smiles": "CSS.NCO",
  "e_above_lowest_kj_mol": 73.76
}



# 2
{
  "formula": "C2H9NOS2",
  "method": "ωB97M-V/def2-TZVPD",
  "elements": ["S", "S", "O", "N", "C", "C", "H", "H", "H", "H", "H", "H", "H", "H", "H"],
  "coordinates": [[-4.228018, 3.486851, 0.955321], [-3.577755, 1.558857, 0.666967], [2.430491, -4.338667, -0.496945], [3.705940, -2.328680, -0.078582], [-3.387378, 4.396407, -0.344886], [2.609375, -3.193848, 0.310355], [-2.718702, 1.534992, 1.693603], [-2.496327, 3.922633, -0.718945], [2.336677, -4.023018, -1.401822], [1.678676, -2.619346, 0.384064], [3.508371, -1.865820, -0.958560], [-4.102718, 4.533048, -1.158120], [-3.155472, 5.384899, 0.052487], [4.534612, -2.899172, -0.209595], [2.862224, -3.549141, 1.304665]],
  "forces_ev_per_a": [[0.0, -0.4, 0.2], [-0.2, 0.1, 0.1], [0.0, -0.1, -0.2], [-0.4, -0.2, -0.2], [-0.7, 0.7, -0.3], [0.4, 0.4, 0.4], [0.2, -0.1, 0.0], [0.3, -0.3, 0.1], [-0.1, -0.2, -0.1], [0.2, 0.1, -0.1], [0.1, 0.1, 0.0], [0.2, 0.0, -0.1], [0.1, 0.0, 0.0], [0.0, 0.1, 0.0], [-0.2, -0.3, 0.1]],
  "lowdin_charge": [0.35, 0.29, -0.07, 0.01, -0.50, -0.37, -0.21, 0.02, 0.08, 0.11, 0.06, 0.02, 0.03, 0.07, 0.11],
  "homo_lumo_gap_ev": 9.5,
  "mol_weight_da": 127.234,
  "homo_energy_ha": -0.3306,
  "smiles": "CSS.NCO",
  "e_above_lowest_kj_mol": 44.71
}



# 3
{
  "formula": "C2H9NSi",
  "method": "ωB97M-V/def2-TZVPD",
  "elements": ["Si", "N", "C", "C", "H", "H", "H", "H", "H", "H", "H", "H", "H"],
  "coordinates": [[0.374932, -1.118563, -0.087059], [-1.228818, -0.607458, 0.086013], [2.051842, 0.514564, 0.290656], [-1.839420, 0.694686, -0.399793], [-2.799080, 0.547306, -0.778998], [-2.109830, 1.383099, 0.487678], [-1.239451, 1.185196, -1.144729], [2.550163, 0.135558, 1.196614], [-1.880151, -1.054381, 0.756155], [1.829846, 1.592766, 0.262898], [2.831091, 0.304158, -0.559617], [0.977980, -1.833928, -1.296109], [0.480896, -1.742997, 1.186290]],
  "forces_ev_per_a": [[2.9, 2.7, 0.4], [-2.1, 1.7, -0.6], [-0.1, -2.4, -2.3], [0.6, -0.3, 2.8], [-1.5, -0.7, -1.2], [1.2, -0.8, -1.2], [0.4, 0.2, 0.0], [-0.5, 0.5, -0.1], [1.1, 0.3, -0.7], [-0.2, -0.6, 0.3], [-1.5, 0.4, 1.3], [-0.8, 0.3, 0.6], [0.5, -1.3, 0.7]],
  "lowdin_charge": [0.62, -0.29, -0.21, -0.16, 0.03, 0.10, 0.06, -0.04, 0.07, -0.03, 0.00, -0.07, -0.08],
  "homo_lumo_gap_ev": 9.7,
  "mol_weight_da": 75.187,
  "homo_energy_ha": -0.3226,
  "e_above_lowest_kj_mol": 234.37
}



# 4
{
  "formula": "C2H9O2",
  "method": "ωB97M-V/def2-TZVPD",
  "elements": ["O", "O", "C", "C", "H", "H", "H", "H", "H", "H", "H", "H", "H"],
  "coordinates": [[-0.740707, -0.802253, 0.107032], [1.058921, -1.318402, -1.492582], [0.149349, 1.471173, 0.360358], [-0.852431, 0.464963, 0.871284], [1.874519, -1.443683, -0.986356], [-1.184636, -1.528060, 0.564045], [-0.239401, 1.983144, -0.509644], [1.122530, -1.937056, -2.240026], [1.097560, 1.004777, 0.168597], [-0.788827, 0.212774, 1.923709], [-0.015282, -1.084225, -0.614057], [-1.875206, 0.794770, 0.712700], [0.393614, 2.182079, 1.134941]],
  "forces_ev_per_a": [[-0.5, -0.4, 0.2], [0.3, -0.3, 0.0], [-0.3, -0.3, 0.3], [-0.4, 0.7, 0.0], [0.0, 0.1, -0.1], [0.0, -0.2, -0.2], [0.2, 0.1, -0.2], [-0.3, 0.2, 0.2], [0.5, -0.3, -0.4], [0.5, -0.2, 0.1], [0.2, 0.3, 0.0], [0.0, 0.0, -0.2], [-0.3, 0.4, 0.3]],
  "lowdin_charge": [0.09, 0.05, -0.04, -0.14, 0.11, 0.17, 0.10, 0.13, 0.08, 0.13, 0.09, 0.13, 0.10],
  "homo_lumo_gap_ev": 13.2,
  "mol_weight_da": 65.092,
  "homo_energy_ha": -0.6196,
  "total_charge": 1,
  "e_above_lowest_kj_mol": 13.88
}



| no. | DFT total energy (Eh) |
| --- | --- |
| 1 | -1007.93577 |
| 2 | -1007.94683 |
| 3 | -425.77738 |
| 4 | -231.79426 |